A molecular structure, C24H40F5O18, computed with ωB97M-V/def2-TZVPD.

Summary:
DFT total energy = -2791.18484 a.u.
gap between HOMO and LUMO = 6.44 eV
charge = -1
2S+1 = 1
E_HOMO = -4.090 eV
max |F| = 11.400 eV Å⁻¹

```
87
C24H40F5O18 ωB97M-V/def2-TZVPD
F 63.41900 41.26300 37.92100
C 60.66700 41.02900 37.22600
C 64.33200 47.64300 40.49600
H 64.34200 40.94700 31.18600
H 62.00800 49.04800 34.62000
O 65.47400 51.22900 36.98700
H 61.78700 41.77500 33.47900
C 66.16600 44.44100 34.92500
O 59.84400 40.16700 36.74700
C 63.69700 50.75700 35.25200
O 64.76500 48.46300 41.20200
O 60.46500 41.60000 38.32500
H 61.84700 42.48500 39.68900
H 63.57200 46.94300 36.36800
C 58.18800 47.41300 34.59900
O 64.13700 41.89200 32.71200
H 62.06200 46.67000 35.20400
H 60.78300 46.76900 38.47500
O 59.39500 47.80700 34.49000
C 62.70500 47.36300 35.91800
H 61.32900 43.64700 38.42500
F 66.51100 45.75300 34.96300
H 66.17000 40.06200 32.88600
C 63.68600 40.85600 33.60000
H 65.14700 42.29200 31.12900
H 66.11900 44.10900 33.86300
C 61.37300 46.51900 37.69000
C 64.89600 41.45200 31.78400
H 59.54200 45.54600 36.31000
H 66.45300 52.90000 37.00400
C 64.33600 51.71200 36.27700
H 59.84300 48.79500 36.26900
O 67.13600 42.02600 32.69300
C 66.22400 52.14300 37.63500
H 61.03900 47.58300 36.02000
H 64.52000 40.46000 34.21800
F 62.84400 44.93000 40.65200
H 64.54700 44.97900 39.07300
C 62.03600 43.51500 35.60300
O 63.01600 42.75200 35.01700
H 63.98200 43.65200 35.08300
H 63.85100 46.21700 37.98500
H 66.71200 40.47300 31.40100
C 62.55700 41.56100 34.40300
C 68.36100 41.63200 33.26000
O 64.90200 46.97500 39.53100
H 62.97400 43.05000 36.91500
O 63.16900 47.14500 40.63200
C 64.07300 45.95400 38.98000
C 66.45400 43.02500 36.62800
C 62.51400 42.15200 37.47700
H 62.25500 45.99800 38.13900
C 62.81000 46.00400 39.85200
C 66.28400 40.98600 32.19400
O 63.42300 49.52900 35.87300
H 60.70400 45.83700 37.28900
H 63.58500 51.94200 36.92200
H 67.14800 51.89100 38.05300
H 61.80700 45.90300 39.19300
F 61.63800 45.21300 36.74000
H 64.48800 52.61200 35.61400
O 67.08300 42.18200 37.37600
C 64.80100 44.22500 35.63600
H 68.98800 41.34300 32.16200
C 62.86000 48.69300 35.16100
H 64.46100 50.57000 34.54100
H 61.23300 43.60800 35.05900
O 67.00800 43.63900 35.77200
H 68.61000 42.55700 33.84200
H 63.43700 48.59500 34.26800
H 62.94300 51.11400 34.72100
H 63.36900 40.01100 32.98600
H 62.31500 44.45700 35.83000
C 59.95400 47.73700 35.78200
F 58.89500 46.93700 37.78500
H 64.14800 45.18200 35.86600
O 61.67600 41.44500 36.54600
H 61.75700 43.08300 36.62200
C 61.55700 42.50100 38.59900
O 65.17700 43.30500 36.67400
O 57.34100 47.46800 33.78800
H 68.41500 40.78500 33.89600
H 65.71800 52.54100 38.59200
O 61.80500 47.56500 36.97900
H 62.10800 40.86800 35.11200
C 59.12800 46.63500 36.55200
O 57.95200 46.84200 35.75300
```


A molecular structure, C24H41Br17FNO2S, computed with ωB97M-V/def2-TZVPD.

Summary:
DFT total energy = -45400.54446 a.u.
gap between HOMO and LUMO = 8.73 eV
charge = 0
2S+1 = 1
E_HOMO = -8.946 eV
max |F| = 3.196 eV Å⁻¹

```
87
C24H41Br17FNO2S ωB97M-V/def2-TZVPD
H -3.95131 6.83709 1.46864
H 1.31535 -4.52651 1.19918
H -2.31128 -10.29647 -0.08062
H 8.68153 2.29645 -0.47513
H -2.87911 -10.36020 -2.61384
H 1.52563 3.09322 2.17073
Br -3.81234 -4.91934 1.65904
H 3.02892 -0.32545 -1.86763
C 0.27719 2.45125 0.55698
H -2.01520 4.24553 5.40012
Br -0.47568 -8.62201 -0.19432
H 3.47995 -0.26755 -0.17924
C -1.65311 -10.00328 -0.89186
H -3.23164 3.80122 4.18673
C 2.23336 -1.93957 -0.80911
O 6.99195 -2.74109 -2.34407
Br -1.41645 5.39751 1.78760
H -9.55975 7.22108 0.70363
H -8.22675 6.99811 1.85312
S 7.07178 -2.41393 -0.96526
Br 2.22885 0.75878 1.79444
C -4.05416 5.95799 0.84105
H -2.80582 4.41794 -0.03902
C -1.87502 -6.60577 2.93292
C -8.70666 6.60230 0.96082
H -4.11746 4.17814 6.59416
C 1.14024 -1.95439 -1.66675
C 10.06309 2.18286 -2.14788
H 10.26546 3.23888 -2.31318
H 10.16579 1.64325 -3.08337
H -2.31633 6.08094 -0.41484
H -0.84358 4.89849 -5.63722
C 0.16906 -3.81716 -0.50418
H -4.71758 6.18523 0.01194
C -9.06886 5.15537 1.15926
H 2.38509 2.94901 0.62430
C 8.70955 1.99515 -1.51687
H -0.15504 3.44314 0.46542
Br -0.27123 -5.74154 2.24580
H -1.00282 -10.83632 -1.14936
H 4.91325 -1.30830 -2.45654
H -2.16840 -6.06050 3.82400
Br -7.40253 6.82365 -0.46561
C -2.40395 -9.52451 -2.10519
C 3.34932 -0.94219 -1.02681
Br -3.85469 -8.32277 -1.61810
F 6.54405 -3.68000 -0.20023
Br -1.69216 1.91230 4.67085
H -0.61248 -4.55717 -0.39503
C 0.11865 -2.87929 -1.51850
Br 0.44417 1.80686 -1.27085
H -1.56976 -7.61331 3.20835
H 0.97119 2.88389 -4.19548
H 3.07785 -2.92207 0.90769
C 1.60822 2.52056 1.24928
Br 11.49375 1.56502 -0.98248
C -2.73556 5.42962 0.34938
H 4.47197 -2.72209 -1.49294
Br -5.26046 2.21797 5.62529
H 7.95762 2.55148 -2.07404
C -0.67970 4.04166 -4.99246
H 0.95143 3.04875 -5.96347
C -2.95993 -6.65326 1.89034
H -0.70608 -2.86500 -2.21875
O 8.35093 -2.10275 -0.45990
H -1.77121 -8.98684 -2.80343
H -9.61126 5.02607 2.09299
Br -1.21067 4.57260 -3.19987
C 4.65525 -1.64873 -1.45694
H -1.36332 3.24266 -5.27055
C -2.74174 3.49172 5.10465
C 0.74294 3.55034 -5.02116
Br -10.27202 4.51898 -0.22918
Br 2.01425 5.01765 -4.92615
Br 8.14878 0.12236 -1.56696
H -3.75598 -7.32699 2.20017
Br -4.96783 4.60381 1.89043
C -3.71553 3.23654 6.22692
H -3.27829 2.68341 7.05150
H -8.20135 4.50344 1.14929
N 5.83512 -1.30556 -0.59730
C 2.24751 -2.87944 0.21451
C 1.23430 -3.80969 0.38301
H -0.42765 1.79506 1.05813
H 1.09599 -1.24259 -2.48294
H -2.59216 -6.95338 0.91533
Br 5.46259 -1.51833 1.25657
```


A molecular structure, C24H41BrN5O5P2Rh, computed with ωB97M-V/def2-TZVPD.

Summary:
DFT total energy = -4956.01320 a.u.
gap between HOMO and LUMO (spin up / spin down) = 6.70 / 6.60 eV
charge = +2
2S+1 = 1
E_HOMO (spin up / spin down) = -13.579 / -13.580 eV
max |F| = 1.272 eV Å⁻¹

```
79
C24H41BrN5O5P2Rh ωB97M-V/def2-TZVPD
H -2.42146 3.03552 3.88652
C 6.67439 -1.50498 -0.04268
H 2.04942 -3.67252 -1.34544
C -3.99335 3.06021 -1.85793
H -3.49593 -1.73284 -0.28643
O -0.77347 0.88601 -1.29937
C -1.64091 5.05248 2.13527
Rh 0.72038 0.07359 0.07503
H -4.01651 3.42241 -0.83147
H 5.27516 -0.08245 0.75935
C 4.42460 -1.27572 -0.81274
C -1.34989 3.15153 3.70537
H 0.04759 3.45765 -1.95855
H 0.81740 -5.70746 -1.62459
H 2.31583 4.22732 -0.26219
C -1.62305 -3.50330 0.83441
C 6.89955 -2.51539 -0.96669
N 1.39507 -3.93177 -0.60598
H 2.02157 2.48446 -0.31914
H -2.44053 -1.13259 -1.57396
H 3.84954 -2.55356 -2.44427
O 2.08065 -1.17030 -1.27731
H -3.93649 -0.17340 1.67350
H -0.86456 2.18430 3.79856
H -1.72206 1.17288 -3.54904
H 1.45220 -3.93548 1.51222
C 1.76653 3.41106 0.20171
H 0.39055 -2.31034 -1.52496
H -0.94612 3.82271 4.46218
H -4.18163 -0.76656 -1.60208
C 2.05807 -3.57253 0.68569
H -1.89597 -4.42460 0.33175
H -3.47838 1.22261 -3.82332
C 4.64191 -2.27886 -1.75657
C -1.91104 -1.97144 2.65410
C -4.02906 0.57690 0.88681
H -1.24025 5.74771 2.87216
O -1.97585 2.53913 0.28771
H 2.09405 -5.92400 -0.41119
C -3.30776 -0.89459 -0.95690
H 6.05341 -3.67253 -2.56363
P -0.60938 2.81003 1.13585
N -2.79083 2.25681 -2.09337
H -0.50167 -3.83515 -1.52901
H -5.04440 0.53559 0.48655
H -2.73022 5.04628 2.21825
Br 8.05814 -0.99923 1.13372
C -2.27575 -3.13649 2.00178
N -1.09390 3.71498 2.37642
H 2.16778 -2.50411 0.77247
C -0.62188 -2.70172 0.29029
H 3.03647 -4.04614 0.71405
H 0.42579 -5.66329 0.11356
H 0.41190 5.10511 -1.41444
H -3.06273 -3.76419 2.39983
N 0.32582 3.71238 0.14045
C -0.13183 4.19407 -1.17008
H -1.36146 5.40283 1.14424
H -2.38517 -1.69079 3.58630
H 2.09114 3.32030 1.23694
C -0.92771 -1.14485 2.11758
H -2.48852 2.65500 -4.13334
N -3.03424 0.30282 -0.15443
C 5.44804 -0.87270 0.04135
H -3.97946 3.92060 -2.52701
H -1.19383 4.42127 -1.14522
H -4.90729 2.49288 -2.05592
C 0.11028 -3.16405 -0.93161
C 3.08437 -0.69507 -0.65398
H 7.87150 -2.98707 -1.01964
H -0.65822 -0.23022 2.62569
C -0.31719 -1.49486 0.93075
C -2.61228 1.79278 -3.47701
O 2.85825 0.22545 0.18990
H -3.86253 1.55594 1.32660
C 5.87911 -2.89448 -1.83230
O -0.02217 1.49970 1.59305
P -2.10568 1.44403 -0.86342
C 1.16615 -5.40571 -0.64075
```